Entry 1:
The following is a DFT calculation (ωB97M-V/def2-TZVPD) of 2 unconnected molecules or ions with the total composition C5H11O2 at a distorted geometry.

## Properties
* DFT total energy: -347.6229 hartree
* energy relative to the best compared isomer or geometry (same formula, charge and spin): 16.8 kcal per mole
* frontier orbital gap: 0.2837 hartree
* charge: -1
* strongest force on any atom: 3.18 eV/Å

Last column: natural (NBO) charge in e.
Geometry (Å):
C  0.73  0.25  1.05  -0.381
C  1.24  1.65  1.60  -0.614
C  -0.79  0.16  1.34  -0.634
H  0.95  0.14  0.00  0.240
H  1.22  -0.42  1.75  0.183
H  1.10  2.44  0.86  0.188
H  2.33  1.67  1.68  0.189
H  -1.35  0.31  0.43  0.226
H  -0.96  -0.90  1.54  0.232
H  0.70  1.82  2.52  0.187
H  -1.07  0.69  2.24  0.175
C  -0.71  -0.61  -2.61  -0.755
C  -0.34  -1.64  -1.48  0.758
O  -1.36  -2.17  -0.99  -0.806
O  0.84  -1.99  -1.27  -0.788
H  -1.01  -1.31  -3.40  0.209
H  0.11  0.02  -2.95  0.187
H  -1.62  -0.11  -2.29  0.204

***

Entry 2:
The following is a DFT calculation (ωB97M-V/def2-TZVPD) of 2 unconnected molecules or ions with the total composition C5H11O2 at a distorted geometry.

## Properties
* DFT total energy: -347.5956 hartree
* energy relative to the best compared isomer or geometry (same formula, charge and spin): 33.9 kcal per mole
* frontier orbital gap: 0.2587 hartree
* charge: -1
* strongest force on any atom: 4.10 eV/Å

Last column: natural (NBO) charge in e.
Geometry (Å):
C  -1.35  0.11  -1.47  -0.511
C  -0.20  -0.46  -2.31  -0.604
C  -1.44  1.64  -1.78  0.771
O  -1.48  2.23  -0.72  -0.765
O  -1.58  1.94  -3.01  -0.806
H  -2.25  -0.36  -1.94  0.181
H  -1.15  -0.32  -0.45  0.172
H  -0.33  -0.20  -3.41  0.215
H  -0.39  -1.46  -2.24  0.170
H  0.85  -0.22  -1.95  0.177
C  0.84  0.09  2.93  -0.588
C  1.42  -0.83  1.89  -0.592
H  0.57  -0.48  3.81  0.185
H  1.59  0.98  3.17  0.187
H  -0.03  0.50  2.62  0.215
H  0.74  -1.64  1.59  0.206
H  1.71  -0.24  1.07  0.214
H  2.48  -1.29  2.22  0.172